1.
This record from the OMol25 dataset describes a 3-piece molecular cluster, C5H16O2 overall in a non-equilibrium geometry. The level of theory is ωB97M-V with the def2-TZVPD basis set.

Properties
net charge	+1
E_LUMO (spin up / spin down)	-3.1 / -10.3	eV
HOMO energy (spin up / spin down)	-0.5076 / -0.5076	Eh
energy above the lowest of the compared OMol25 structures with the same formula, charge and spin	1.061	eV
spin multiplicity	2
molar mass	108.2	g/mol
calculated total energy	-350.15043	Ha

Element x y z (Å)
C (-1.733, -1.487, -1.065)
C (-0.784, -0.548, -1.892)
C (0.306, 0.140, -1.105)
C (-0.101, 0.986, 0.089)
C (-1.531, 1.504, 0.090)
H (-2.705, -1.045, -0.826)
H (-1.206, -1.738, -0.148)
H (-1.949, -2.320, -1.734)
H (-1.407, 0.236, -2.350)
H (-0.406, -1.068, -2.772)
H (1.079, -0.540, -0.709)
H (0.874, 0.731, -1.849)
H (0.125, 0.714, 1.126)
H (0.404, 1.995, -0.003)
H (-1.775, 2.138, -0.764)
H (-2.094, 0.538, -0.077)
H (-1.855, 1.805, 1.079)
H (4.585, -3.420, 0.602)
H (4.065, -2.031, 0.908)
O (4.362, -2.861, 1.324)
H (0.497, 2.376, 2.667)
H (0.246, 1.912, 4.021)
O (1.005, 1.982, 3.389)

2.
This record from the OMol25 dataset describes a 3-piece molecular cluster, C5H16O2S overall in a non-equilibrium geometry. The level of theory is ωB97M-V with the def2-TZVPD basis set.

Properties
net charge	0
E_LUMO	0.5	eV
HOMO energy	-0.3219	Eh
energy above the lowest of the compared OMol25 structures with the same formula, charge and spin	1.475	eV
spin multiplicity	1
molar mass	140.2	g/mol
SMILES	CCCCSC.O.O
calculated total energy	-748.71819	Ha

Element x y z (Å)
C (0.500, -2.527, 2.232)
C (0.244, -2.296, 0.723)
C (-0.636, -1.251, 0.190)
C (-0.552, -0.870, -1.288)
S (0.947, -0.239, -1.960)
C (1.366, 1.358, -1.229)
H (0.545, -1.632, 2.833)
H (-0.320, -3.140, 2.583)
H (1.458, -3.052, 2.310)
H (0.193, -3.255, 0.154)
H (1.316, -2.024, 0.267)
H (-0.553, -0.341, 0.818)
H (-1.731, -1.318, 0.380)
H (-0.715, -1.857, -1.801)
H (-1.427, -0.189, -1.507)
H (0.564, 1.969, -0.748)
H (1.923, 1.947, -2.014)
H (2.100, 1.348, -0.457)
H (0.091, 2.590, 2.149)
H (-1.407, 2.393, 2.391)
O (-0.612, 2.786, 2.773)
H (-1.283, 1.522, -0.593)
H (-2.672, 2.161, -0.430)
O (-1.751, 2.245, -0.149)

3.
This record from the OMol25 dataset describes a 3-piece molecular cluster, C5H16O2S overall in a non-equilibrium geometry. The level of theory is ωB97M-V with the def2-TZVPD basis set.

Properties
net charge	0
E_LUMO	0.6	eV
HOMO energy	-0.3148	Eh
energy above the lowest of the compared OMol25 structures with the same formula, charge and spin	0.795	eV
spin multiplicity	1
molar mass	140.2	g/mol
SMILES	CCCCSC.O.O
calculated total energy	-748.74318	Ha

Element x y z (Å)
C (4.062, -0.366, 0.194)
C (2.917, 0.574, -0.270)
C (1.638, 0.284, 0.535)
C (0.963, -1.015, 0.117)
S (-0.814, -1.236, 0.017)
C (-1.404, -0.982, 1.675)
H (4.892, -0.393, -0.515)
H (4.506, -0.120, 1.166)
H (3.666, -1.389, 0.238)
H (2.736, 0.406, -1.347)
H (3.216, 1.617, -0.116)
H (0.945, 1.148, 0.475)
H (2.061, 0.186, 1.541)
H (1.428, -1.379, -0.798)
H (1.222, -1.770, 0.865)
H (-1.775, 0.050, 1.728)
H (-0.606, -0.960, 2.411)
H (-2.156, -1.720, 1.954)
H (-2.973, 1.083, -1.442)
H (-2.935, 0.964, -2.937)
O (-3.498, 0.787, -2.187)
H (-6.151, 2.051, -0.657)
H (-5.551, 0.967, -1.548)
O (-6.389, 1.214, -1.098)